DFT (ωB97M-V/def2-TZVPD) results for a molecular structure, CH4BGaNO4SV in a non-equilibrium geometry.

Gap between HOMO and LUMO (eV): 5.10
Spin multiplicity: 1
HOMO (eV): -8.92

Cartesian coordinates (Å):
Ga -0.113 0.433 -0.376
V 3.660 -1.839 -0.983
S -0.091 3.884 1.083
O -2.125 -0.606 1.733
O 2.271 -0.918 -1.633
O 4.888 -2.679 -0.176
O -2.631 -1.370 -0.493
N 0.858 1.233 1.134
C 0.480 2.365 1.264
B -1.786 -0.630 0.376
H -2.882 -0.773 -1.224
H 0.899 -0.644 -1.230
H -0.573 1.692 -1.274
H -2.899 -0.022 1.858



DFT (ωB97M-V/def2-TZVPD) results for a single C6H9N3O2 molecule in a non-equilibrium geometry.

Energy above the lowest of the compared OMol25 structures with the same formula, charge and spin (kJ/mol): 611.4
Gap between HOMO and LUMO (alpha / beta) (eV): 6.30 / 6.05
Spin multiplicity: 3
HOMO (alpha / beta) (eV): -6.49 / -9.00
Expectation value of S²: 2.031

Cartesian coordinates (Å):
O -1.922 -1.701 0.425
O -3.634 -0.785 -0.557
N -2.532 -0.766 -0.044
N 2.794 -1.159 0.042
N 2.153 -2.374 0.223
C -2.955 1.566 0.553
C 2.288 1.418 -0.433
C -0.572 0.778 0.194
C -2.002 0.651 0.266
C 0.364 -0.118 -0.258
C 1.740 0.275 -0.276
H 1.553 -2.289 1.031
H -3.911 1.120 0.331
H 3.377 -1.285 -0.703
H -2.820 2.602 0.752
H 1.611 2.391 -0.441
H 3.346 1.539 -0.494
H 1.393 -2.596 -0.565
H -0.315 1.853 0.581
H 0.044 -1.120 -0.628



DFT (ωB97M-V/def2-TZVPD) results for a single C8H19ClSi molecule in a non-equilibrium geometry.

Energy above the lowest of the compared OMol25 structures with the same formula, charge and spin (kJ/mol): 227.8
Gap between HOMO and LUMO (eV): 10.35
SMILES: CCC(CC)(CC)[Si@@H](C)Cl
Spin multiplicity: 1
HOMO (eV): -9.55

Cartesian coordinates (Å):
Cl 1.183 1.849 2.280
Si -0.043 0.326 1.868
C -1.450 -0.770 -0.407
C 2.474 -0.598 -0.435
C -2.802 0.107 -0.233
C 0.085 1.365 -0.804
C 0.112 1.360 -2.284
C 0.513 -1.112 3.036
C -0.059 0.008 -0.139
C 1.001 -1.077 -0.660
H -1.456 -1.004 -1.481
H 2.781 -0.169 0.471
H 1.551 -1.338 2.895
H -0.850 1.741 -2.696
H 3.191 -1.409 -0.521
H -0.707 1.992 -0.441
H 0.823 2.079 -2.750
H -0.041 -2.027 2.851
H 0.323 0.466 -2.757
H -1.518 0.842 2.234
H 1.069 1.737 -0.483
H 2.549 0.124 -1.285
H 0.280 -0.821 4.204
H -3.636 -0.483 -0.333
H 0.983 -1.171 -1.757
H -2.797 0.956 -0.962
H -2.766 0.606 0.641
H 0.813 -2.001 -0.339
H -1.607 -1.578 0.288



DFT (ωB97M-V/def2-TZVPD) results for a molecular structure, C8H16FIInO2 in a non-equilibrium geometry.

Gap between HOMO and LUMO (eV): 7.30
Spin multiplicity: 1
Charge: -1
HOMO (eV): -4.86

Cartesian coordinates (Å):
I 3.395 -3.043 2.974
In 2.401 -0.625 1.947
F 2.454 -1.096 -1.107
O 3.642 0.750 5.153
O -3.151 -0.634 -0.782
C 1.629 0.663 3.687
C -3.316 -0.479 -1.974
C -2.363 0.348 -2.796
C 1.508 1.190 -0.730
C 0.643 -0.888 0.503
C -4.485 -1.106 -2.690
C 1.195 -0.385 -0.933
C 2.932 1.336 4.301
H -4.125 -1.789 -3.461
H 1.037 1.722 -1.630
H 1.077 0.029 4.448
H -1.572 0.737 -2.152
H 2.628 1.399 -0.715
H 0.326 -1.981 0.472
H 0.466 -0.576 -1.777
H 3.703 0.307 1.096
H -5.109 -0.328 -3.135
H -1.909 -0.272 -3.573
H 1.067 1.575 0.254
H -2.895 1.189 -3.245
H 0.934 1.441 3.214
H 3.199 2.367 3.881
H -5.086 -1.671 -1.975
H -0.225 -0.180 0.747



DFT (ωB97M-V/def2-TZVPD) results for 12 unconnected molecules or ions with the total composition C26H76O17 in a non-equilibrium geometry.

Energy above the lowest of the compared OMol25 structures with the same formula, charge and spin (kJ/mol): 0.0
Gap between HOMO and LUMO (eV): 10.07
SMILES: CC(C)O.CC(C)O.OCCO.OCCO.OCCO.OCCO.OCCO.CCO.CCO.CCO.CCO.CCO
Spin multiplicity: 1
HOMO (eV): -9.70

Cartesian coordinates (Å):
O -4.434 -2.138 1.892
O 2.082 4.607 2.239
O 3.293 -1.768 1.066
O 2.467 -0.455 -5.746
O -1.756 -3.804 3.059
O 0.332 2.632 0.648
O 0.232 -0.680 4.690
O -3.199 1.296 -0.817
O 2.849 -2.103 -1.779
O 1.437 1.923 -5.056
O 3.143 3.255 -0.063
O -1.095 3.528 3.349
O 2.695 3.374 -3.123
O -1.661 -0.592 -1.941
O -0.170 -2.929 -1.048
O 1.294 -3.305 1.072
O -2.312 3.277 0.685
C 1.375 0.651 -0.183
C 5.463 -1.145 1.921
C -2.683 -1.348 -2.643
C 0.590 -3.171 -2.218
C 2.066 -3.319 -2.042
C -5.582 -2.230 -0.164
C -3.959 1.603 -2.008
C -4.917 2.762 -1.816
C -2.540 -1.270 -4.161
C 0.082 1.320 0.206
C -0.461 -0.241 5.887
C 4.577 -2.274 1.568
C 1.300 3.163 -2.989
C 3.810 3.274 1.211
C -1.973 -0.387 5.560
C -4.253 -2.443 0.524
C -0.669 0.477 1.296
C -2.943 3.932 1.768
C -2.447 3.382 3.126
C 2.833 3.436 2.403
C 4.230 -1.259 -7.108
C 0.906 1.906 -3.717
C 0.478 -3.835 2.090
C -0.041 -1.015 7.110
C 3.650 -0.029 -6.399
C -0.758 -3.001 2.341
H 0.154 -4.036 -2.713
H -3.587 -2.343 2.290
H 4.381 0.447 -5.706
H -2.152 0.103 4.626
H 1.193 -0.375 -0.597
H -5.473 2.715 -0.911
H 4.392 2.368 1.336
H 1.089 -3.917 2.985
H 3.473 3.410 3.280
H 2.201 2.513 -5.088
H 2.181 2.520 2.491
H -5.644 2.851 -2.623
H 1.964 1.298 -0.904
H -0.542 1.449 -0.634
H -2.574 0.594 -1.055
H 4.527 4.111 1.323
H 4.263 -2.847 2.471
H -2.959 3.912 3.928
H -1.134 -2.693 1.359
H -2.738 2.345 3.172
H -0.584 -1.990 7.074
H 3.290 -1.652 -7.504
H -5.511 -2.423 -1.265
H 2.990 -1.611 -2.578
H -5.949 -1.149 -0.106
H 2.226 3.098 0.179
H -3.510 -1.847 0.024
H 0.990 -1.191 7.083
H 2.018 0.341 -5.416
H 0.138 -0.040 1.904
H -3.235 1.761 -2.807
H 0.406 -3.155 -0.240
H 2.000 -2.678 1.265
H 3.072 3.030 -2.340
H -1.108 -1.302 -1.537
H 0.160 -4.871 1.856
H 3.460 0.736 -7.145
H 4.952 -1.045 -7.861
H -1.313 -0.258 0.819
H 2.281 -3.992 -1.185
H 2.433 -3.826 -2.906
H -4.019 3.754 1.631
H 1.119 -0.847 4.928
H 5.765 -0.679 1.039
H 0.436 -2.274 -2.891
H -2.865 2.509 0.433
H -4.459 0.697 -2.261
H -0.665 -2.089 3.044
H -0.668 2.948 2.690
H -0.311 -0.516 8.067
H -2.235 -2.294 -4.572
H -6.401 -2.852 0.247
H 1.343 4.574 2.886
H -3.451 -0.949 -4.704
H 0.791 4.051 -3.476
H -1.223 1.056 1.996
H -0.299 0.838 6.157
H -3.655 -0.962 -2.291
H -4.358 3.673 -1.741
H -2.524 0.101 6.389
H -2.785 4.957 1.759
H 4.876 -3.006 0.811
H 2.035 0.436 0.687
H 3.331 -1.671 0.064
H -2.044 -4.465 2.444
H -0.493 3.161 0.601
H 4.734 -1.972 -6.475
H -2.723 -2.357 -2.289
H -2.188 -1.474 5.577
H 4.856 -0.362 2.452
H -0.194 1.890 -3.802
H 6.237 -1.449 2.613
H -1.715 -0.572 -4.385
H 1.170 1.009 -3.163
H 1.023 3.188 -1.947
H -3.991 -3.466 0.447



DFT (ωB97M-V/def2-TZVPD) results for a single C4H8O2 molecule in a non-equilibrium geometry.

Energy above the lowest of the compared OMol25 structures with the same formula, charge and spin (kJ/mol): 438.3
Gap between HOMO and LUMO (eV): 10.15
SMILES: COC[C@H]1CO1
Spin multiplicity: 1
HOMO (eV): -9.09

Cartesian coordinates (Å):
O -1.178 -1.102 1.865
O 0.238 0.685 -0.856
C 0.247 0.348 0.504
C -1.392 -1.675 0.615
C -1.137 -0.148 0.837
C 1.440 1.270 -1.279
H 2.303 0.619 -1.067
H 0.550 1.214 1.127
H 1.608 2.241 -0.788
H 0.979 -0.457 0.720
H -2.422 -2.060 0.536
H -1.956 -0.169 0.111
H 1.360 1.419 -2.358
H -0.640 -2.183 0.033